ORCA calculation (ωB97M-V/def2-TZVPD) on a cluster of 5 separate species, H12NO4 in total at a distorted geometry.

Cartesian coordinates (Å):
O1 1.460 -2.530 -1.127
O2 -1.099 1.638 0.033
O3 -1.768 2.784 -2.381
O4 0.465 -1.406 2.985
N1 0.847 -0.244 0.441
H1 0.852 -2.786 -1.823
H2 0.083 0.361 0.124
H3 -1.911 1.740 0.576
H4 -1.654 2.412 -3.286
H5 1.834 -3.365 -0.925
H6 1.068 -0.926 -0.295
H7 -0.325 -1.805 3.340
H8 -1.288 3.509 -2.714
H9 1.054 -1.537 3.739
H10 0.249 -0.502 1.220
H11 1.571 0.402 0.793
H12 -1.438 2.256 -0.701

Its charge is +1. The molar mass comes out at 90.1 g mol⁻¹. Its relative energy (zero: lowest compared OMol25 entry of this formula, charge and spin) is 121.89 kJ/mol.